Record 1
Formula: C3H8BrClO2Si
Source: OMol25
Level of theory: ωB97M-V with the def2-TZVPD basis set

The LUMO energy (alpha / beta) comes out at -0.02352 / -0.08389 Ha. The value obtained for the max |F| is 5.8 eV Å⁻¹. Its electronic energy is -3593.21327 Eh. As for the spin multiplicity: 1. The energy above the lowest of the compared OMol25 structures with the same formula, charge and spin comes out at 127.3 kcal/mol.

The geometry in XYZ format:
```
16
Properties=species:S:1:pos:R:3:forces:R:3:lowdin_charge:R:1
C 3.2213 1.9225 -1.1632 -0.21 -2.07 1.52 -0.0802
C -0.7018 1.3222 0.7025 1.57 -0.53 1.32 -0.1182
C 2.1933 0.6632 -1.1879 5.75 0.78 -0.19 -0.4014
O -1.5195 0.1681 0.8259 0.12 2.73 1.37 -0.4077
O 0.9582 1.0297 -1.1866 -2.27 -0.09 -1.54 -0.0888
Si -1.8087 -0.9100 -0.2576 1.01 -2.58 -1.19 -0.3593
Cl -2.1233 -0.3312 -2.1613 -0.53 0.52 -0.65 0.3047
Br -3.2965 -2.1046 0.7504 -1.07 -0.64 0.16 0.3793
H 4.2779 1.5451 -1.0503 -1.04 0.56 -0.43 0.0838
H 2.9716 2.3246 -2.0994 0.47 1.17 -1.28 0.0340
H 2.9978 2.6428 -0.3744 -0.03 -0.15 0.04 0.0608
H -0.4715 1.6191 1.8168 -0.57 0.17 -2.50 0.1357
H -1.0746 2.0523 -0.0627 0.02 -0.35 1.27 0.1048
H 0.2750 0.9352 0.1973 -1.11 0.90 1.22 0.0480
H 2.4902 -0.0380 -0.3612 -0.48 -0.10 -0.86 0.1296
H 2.6197 0.2787 -2.2384 -1.62 -0.32 1.75 0.1749
```
Positions in Å, forces in eV/Å.

Record 2
Formula: C3H8BrClSi
Source: OMol25
Level of theory: ωB97M-V with the def2-TZVPD basis set

The LUMO energy (alpha / beta) comes out at 0.03214 / -0.14293 Ha. The value obtained for the max |F| is 3.5 eV Å⁻¹. Its electronic energy is -3442.73435 Eh. As for the spin multiplicity: 3. As for the expectation value of S²: 2.00. The energy above the lowest of the compared OMol25 structures with the same formula, charge and spin comes out at 0.0 kcal/mol.

The geometry in XYZ format:
```
14
Properties=species:S:1:pos:R:3:forces:R:3:lowdin_charge:R:1
C 0.9691 0.4391 -1.3661 -2.34 0.52 -1.16 -0.1755
C -0.6878 -1.0084 1.4751 -0.36 -2.91 -1.09 -0.2838
C -0.3868 1.0221 -1.0210 -0.75 2.66 2.09 -0.4244
Si -1.5349 -0.0981 0.1022 1.43 3.04 0.28 0.2057
Cl -2.6693 -1.2509 -1.0273 -0.97 -1.48 -1.09 0.3055
Br 3.4458 0.3291 3.1947 -0.02 0.00 -0.01 0.0096
H 0.7044 -0.4536 -1.8868 0.51 -0.75 -0.94 0.0578
H 1.4019 1.1900 -1.9992 1.11 -0.17 -0.22 0.0696
H 1.4744 0.1436 -0.5143 1.53 -0.17 1.62 0.0328
H -0.0055 -0.5593 2.1181 1.12 1.54 0.90 -0.0227
H -1.5058 -1.3611 2.1134 0.07 -0.14 -0.05 0.0172
H -0.1237 -1.9452 1.1383 -0.87 0.99 0.13 0.0606
H -0.8400 1.5067 -1.9059 -0.31 -0.97 0.17 0.0571
H -0.2419 2.0460 -0.4214 -0.13 -2.15 -0.60 0.0906
```
Positions in Å, forces in eV/Å.

Record 3
Formula: C3H8BrPS
Source: OMol25
Level of theory: ωB97M-V with the def2-TZVPD basis set

The LUMO energy comes out at 0.02319 Ha. The value obtained for the max |F| is 3.2 eV Å⁻¹. Its electronic energy is -3432.63370 Eh. As for the spin multiplicity: 1. The energy above the lowest of the compared OMol25 structures with the same formula, charge and spin comes out at 36.2 kcal/mol.

The geometry in XYZ format:
```
14
Properties=species:S:1:pos:R:3:forces:R:3:lowdin_charge:R:1
C -1.9778 -0.3207 -1.6597 1.46 0.97 0.23 -0.4731
P -1.7765 -0.0015 0.0766 1.06 0.21 1.95 0.0992
S -3.4324 -0.9792 0.9376 -0.94 0.15 -1.31 0.3337
Br -2.3320 2.1565 0.0060 -0.16 0.37 0.14 0.1777
H -2.9351 0.0690 -1.9170 -0.31 0.67 -1.14 0.0097
H -0.9846 0.0781 -2.0944 -2.09 -0.57 0.07 0.0814
H -2.0580 -1.3642 -1.6626 0.29 -1.80 -0.66 -0.0042
H -2.9421 -1.2332 2.1219 0.70 -0.01 0.73 -0.2236
C 3.3307 -0.3342 0.7022 -1.26 -0.09 0.64 -0.0924
C 2.9035 0.9483 0.7539 1.42 -1.78 -2.21 -0.0838
H 3.9583 -0.7924 -0.0753 -0.14 0.66 0.33 0.0412
H 2.8960 -1.0922 1.4201 0.72 1.03 -0.65 0.0575
H 2.1849 1.2234 1.4688 -0.66 0.57 0.85 0.0189
H 3.1652 1.6421 -0.0783 -0.10 -0.38 1.03 0.0577
```
Positions in Å, forces in eV/Å.

Record 4
Formula: C3H8CaO3
Source: OMol25
Level of theory: ωB97M-V with the def2-TZVPD basis set

The LUMO energy comes out at -0.01642 Ha. The value obtained for the max |F| is 2.7 eV Å⁻¹. Its electronic energy is -1022.34520 Eh. As for the spin multiplicity: 1. The energy above the lowest of the compared OMol25 structures with the same formula, charge and spin comes out at 22.8 kcal/mol.

The geometry in XYZ format:
```
15
Properties=species:S:1:pos:R:3:forces:R:3:lowdin_charge:R:1
C -0.1981 -2.5423 2.0396 0.31 -0.46 0.28 -0.1089
O 0.3884 -1.5522 1.1922 2.03 -1.75 0.29 -0.3310
H 0.4701 -2.7399 2.8862 -0.27 -0.06 -0.12 0.0930
H -1.1443 -2.1415 2.4170 0.21 -0.07 -0.11 0.0902
H -0.3838 -3.4664 1.4785 -0.01 0.20 0.19 0.0935
C 0.7616 0.6543 -1.5919 1.02 0.04 -0.57 -0.3701
O -0.1711 1.6518 -2.0945 -0.26 -0.02 -0.16 -0.2877
C -0.6617 2.5423 -1.0973 -0.01 0.45 -0.22 -0.4833
O -1.3307 1.9062 -0.0851 -0.64 1.57 0.06 -0.5004
Ca -0.4915 0.1327 0.2157 -1.09 -0.12 0.01 1.4204
H 1.2806 -1.8371 0.8405 -1.41 0.31 0.60 0.1389
H 0.8386 -0.0989 -2.3927 0.21 0.33 0.05 0.0110
H 1.7545 1.1301 -1.4556 -0.11 -0.13 -0.32 0.0155
H -1.3183 3.2392 -1.6544 0.22 -0.19 0.12 0.1115
H 0.2056 3.1217 -0.6980 -0.19 -0.10 -0.10 0.1073
```
Positions in Å, forces in eV/Å.

Record 5
Formula: C3H8ClFNP
Source: OMol25
Level of theory: ωB97M-V with the def2-TZVPD basis set

The LUMO energy (alpha / beta) comes out at -0.02332 / -0.02604 Ha. The value obtained for the max |F| is 4.1 eV Å⁻¹. Its electronic energy is -1075.14141 Eh. As for the spin multiplicity: 1. The energy above the lowest of the compared OMol25 structures with the same formula, charge and spin comes out at 67.6 kcal/mol.

The geometry in XYZ format:
```
15
Properties=species:S:1:pos:R:3:forces:R:3:lowdin_charge:R:1
C 1.5550 -0.5480 -0.1132 2.73 -1.09 1.95 -0.2062
C -0.1729 -1.7226 -1.1213 -3.67 -1.64 0.52 -0.2192
C -1.1481 1.6186 1.4159 0.48 -1.83 2.25 -0.9080
N 0.2294 -0.8736 -0.0892 -1.23 -0.65 1.03 -0.1299
F -0.3860 2.2871 -0.7972 -1.19 -0.79 -0.37 -0.4417
P -1.6535 1.3003 -0.2867 1.66 0.75 -0.45 0.8902
Cl -2.1677 2.9301 2.1436 0.63 0.15 -0.21 0.4317
H 1.9819 -0.2550 -1.0138 0.29 1.15 -2.32 0.0555
H 1.7976 0.1978 0.6458 0.18 -0.17 0.03 0.0718
H 2.2617 -1.4726 0.0100 -1.24 0.96 0.51 0.1345
H 0.1151 -2.7799 -1.2495 0.62 -0.12 1.46 0.0902
H -1.3288 -1.8062 -1.0552 1.82 0.31 -0.71 0.0958
H 0.1971 -1.4289 -2.0404 0.24 1.44 -2.42 0.0485
H -1.2476 0.7866 2.2048 -0.08 0.85 -1.65 0.0519
H -0.0334 1.7663 1.3465 -1.23 0.69 0.36 0.0351
```
Positions in Å, forces in eV/Å.

Record 6
Formula: C3H8ClIN3
Source: OMol25
Level of theory: ωB97M-V with the def2-TZVPD basis set

Its net charge is +1. The LUMO energy comes out at -0.17540 Ha. The value obtained for the max |F| is 5.1 eV Å⁻¹. Its electronic energy is -1040.91973 Eh. As for the spin multiplicity: 1. The energy above the lowest of the compared OMol25 structures with the same formula, charge and spin comes out at 51.4 kcal/mol.

The geometry in XYZ format:
```
16
Properties=species:S:1:pos:R:3:forces:R:3:lowdin_charge:R:1
C -1.3681 -1.0827 -0.1897 2.61 0.15 0.84 -0.6605
C 0.7630 -0.0036 -0.6098 -0.77 -0.19 -1.96 -0.2481
C 1.3259 -0.3960 0.6579 0.48 3.82 0.52 -0.7239
N -2.3293 -0.6221 -0.8663 -1.56 1.40 -4.61 0.0312
N 0.7368 0.3947 1.6331 0.01 0.91 1.29 -0.0042
N 0.2573 1.2264 -0.8738 0.70 -1.48 1.22 0.1401
Cl -1.5804 -1.6994 1.3434 -0.77 -0.60 0.36 0.7541
I 3.5477 0.1979 0.3794 -0.72 -0.46 -0.19 0.7526
H 1.1156 -0.6064 -1.4827 -0.61 0.80 0.68 0.1493
H 1.3138 -1.3812 0.8907 0.29 -3.04 0.31 0.0528
H -3.3815 -0.6951 -0.8313 1.41 -0.06 0.72 0.1593
H 0.6773 1.3535 1.3053 0.19 -0.07 0.59 0.0739
H 1.1794 0.4069 2.5574 -0.26 -0.28 -0.54 0.1169
H 0.0203 1.3257 -1.8102 -0.32 0.68 -1.85 0.0931
H -0.2819 1.8275 -0.2479 0.51 -0.60 -0.02 0.1415
H -1.9958 -0.2462 -1.8555 -1.19 -0.96 2.64 0.1718
```
Positions in Å, forces in eV/Å.

Record 7
Formula: C3H8ClN2
Source: OMol25
Level of theory: ωB97M-V with the def2-TZVPD basis set

Its net charge is +1. The LUMO energy comes out at -0.19138 Ha. The value obtained for the max |F| is 4.0 eV Å⁻¹. Its electronic energy is -688.51502 Eh. As for the spin multiplicity: 1. The energy above the lowest of the compared OMol25 structures with the same formula, charge and spin comes out at 29.8 kcal/mol.

The geometry in XYZ format:
```
14
Properties=species:S:1:pos:R:3:forces:R:3:lowdin_charge:R:1
C 2.0284 -0.9704 0.2218 0.87 2.96 1.22 0.0094
C 0.6194 -0.5468 0.3793 -1.20 1.21 -0.12 -0.0294
N -0.0613 -0.0745 -0.6128 2.33 -1.78 -0.09 0.0480
C -1.3447 0.5565 -0.5230 -1.82 -0.02 -3.54 -0.6984
N -1.3503 1.5084 0.4635 2.58 -1.82 -1.77 0.1026
Cl -2.5810 -0.8327 -0.2936 0.62 0.66 -0.08 0.5823
H 2.1612 -1.9758 0.4172 0.13 -2.31 0.49 0.0684
H 2.3881 -0.7485 -0.7972 -0.04 0.03 0.55 0.1064
H 2.7017 -0.4306 1.0605 -1.58 -0.96 -1.99 0.1757
H -0.0086 -0.4520 1.2808 1.23 -0.54 0.26 0.1543
H 0.3670 -0.2631 -1.5113 -0.28 0.52 -0.47 0.1759
H -1.5810 0.9828 -1.6038 0.48 -0.79 2.47 0.1770
H -1.9284 2.2112 0.2240 -2.53 2.95 0.07 0.0703
H -1.4106 1.0356 1.2946 -0.78 -0.12 2.99 0.0577
```
Positions in Å, forces in eV/Å.

Record 8
Formula: C3H8ClN2
Source: OMol25
Level of theory: ωB97M-V with the def2-TZVPD basis set

Its net charge is +1. The LUMO energy comes out at -0.15954 Ha. The value obtained for the max |F| is 6.2 eV Å⁻¹. Its electronic energy is -688.46288 Eh. As for the spin multiplicity: 1. The energy above the lowest of the compared OMol25 structures with the same formula, charge and spin comes out at 62.5 kcal/mol.

The geometry in XYZ format:
```
14
Properties=species:S:1:pos:R:3:forces:R:3:lowdin_charge:R:1
C 0.0986 -0.5770 -0.0880 -3.72 -1.86 1.14 -0.1852
C 1.2968 1.6600 -0.0214 -2.37 1.44 1.39 0.0017
C -2.1241 -0.9508 -0.0190 3.07 0.98 5.25 -0.3974
N 1.0260 -1.5196 -0.0266 1.64 -0.17 -0.95 0.1551
N 0.1445 0.7020 -0.0392 2.53 1.10 0.32 -0.0241
Cl -3.0310 0.5089 -0.0146 0.84 -0.66 -0.02 0.6870
H 0.8261 2.5945 -0.4181 0.67 -0.62 0.38 0.1130
H 1.9970 1.3625 -0.7121 1.91 -0.72 -1.27 0.0543
H 1.6834 1.8866 1.0101 -0.28 -0.61 -1.04 0.1195
H -2.1200 -1.4808 -0.8703 -0.37 -1.88 -2.88 -0.0168
H -2.0674 -1.5046 1.0152 -0.49 1.11 -2.36 0.1024
H 0.8527 -2.5644 0.0029 -0.17 2.11 -0.26 0.1618
H 2.0459 -1.2665 -0.2043 -1.76 -0.44 0.52 0.1600
H -0.6285 1.1492 0.3855 -1.50 0.23 -0.22 0.0686
```
Positions in Å, forces in eV/Å.

Record 9
Formula: C3H8ClN3
Source: OMol25
Level of theory: ωB97M-V with the def2-TZVPD basis set

The LUMO energy comes out at 0.02467 Ha. The value obtained for the max |F| is 2.7 eV Å⁻¹. Its electronic energy is -743.51977 Eh. As for the spin multiplicity: 1. The energy above the lowest of the compared OMol25 structures with the same formula, charge and spin comes out at 8.6 kcal/mol.

The geometry in XYZ format:
```
15
Properties=species:S:1:pos:R:3:forces:R:3:lowdin_charge:R:1
H 1.5485 -1.1003 -1.1369 0.81 -0.47 0.05 0.0320
N 2.3203 -1.3414 -0.4728 -1.43 1.73 1.12 0.0616
C 2.0659 -0.5519 0.5204 0.71 -0.77 -0.12 -0.3103
N 1.0191 0.3553 0.6524 0.65 -0.18 0.77 -0.0890
N 0.3641 0.6747 -0.4984 -1.95 1.32 -1.32 -0.1029
C -1.1239 0.7813 -0.3026 1.10 -0.16 0.98 -0.2753
C -1.6710 -0.5995 -0.1160 0.23 -1.11 -0.22 -0.6124
Cl -3.4427 -0.5502 0.1839 0.41 -0.05 -0.09 0.5344
H 2.6674 -0.5288 1.4397 0.07 -0.33 -0.40 0.1059
H 1.0855 1.0775 1.3763 0.15 -0.46 -0.37 0.1410
H 0.6876 1.5775 -0.8696 -0.01 -0.55 0.11 0.1308
H -1.3210 1.2982 0.6744 -0.14 0.27 -1.09 0.1159
H -1.5685 1.2262 -1.1961 0.11 0.35 0.38 0.1152
H -1.1805 -1.0836 0.7329 -0.30 0.12 0.01 0.0704
H -1.4509 -1.2351 -0.9875 -0.41 0.30 0.18 0.0827
```
Positions in Å, forces in eV/Å.

Record 10
Formula: C3H8ClNO
Source: OMol25
Level of theory: ωB97M-V with the def2-TZVPD basis set

The LUMO energy comes out at 0.01640 Ha. The value obtained for the max |F| is 5.1 eV Å⁻¹. Its electronic energy is -709.14570 Eh. As for the spin multiplicity: 1. The energy above the lowest of the compared OMol25 structures with the same formula, charge and spin comes out at 104.3 kcal/mol.

The geometry in XYZ format:
```
14
Properties=species:S:1:pos:R:3:forces:R:3:lowdin_charge:R:1
C 0.6944 1.3162 -0.2091 0.19 4.76 -1.85 -0.1921
C 1.0512 -0.7614 0.6128 2.12 -1.42 0.80 -0.1058
C -1.1610 -0.1755 -0.1009 1.22 0.87 -2.57 -0.8474
N 0.0832 0.2797 0.4257 -2.82 -2.26 0.20 -0.2942
O -1.3567 -1.4176 0.2540 -0.88 -1.76 0.83 -0.0548
Cl -2.6122 0.8694 0.1359 0.87 -0.15 -0.10 0.6007
H 1.3422 1.8291 0.5117 0.07 0.05 -0.35 0.0960
H 1.2611 1.0457 -1.0980 0.36 -0.50 -0.15 0.0800
H -0.0107 2.0926 -0.6387 0.42 -0.87 0.87 0.1012
H 0.6436 -1.5056 1.3832 0.98 0.89 -1.34 0.1033
H 1.3022 -1.2710 -0.4312 -0.39 0.78 2.08 0.1255
H 2.0610 -0.2435 1.0425 -2.50 -1.37 -1.05 0.1379
H -1.0276 -0.3279 -2.0400 -0.02 0.52 2.79 0.1266
H -2.2709 -1.7302 0.1520 0.37 0.46 -0.18 0.1230
```
Positions in Å, forces in eV/Å.

Record 11
Formula: C3H8ClP
Source: OMol25
Level of theory: ωB97M-V with the def2-TZVPD basis set

The LUMO energy (alpha / beta) comes out at -0.01706 / -0.01872 Ha. The value obtained for the max |F| is 4.7 eV Å⁻¹. Its electronic energy is -920.44605 Eh. As for the spin multiplicity: 1. The energy above the lowest of the compared OMol25 structures with the same formula, charge and spin comes out at 116.2 kcal/mol.

The geometry in XYZ format:
```
13
Properties=species:S:1:pos:R:3:forces:R:3:lowdin_charge:R:1
C -0.4505 1.6091 0.1065 1.94 0.81 1.54 -0.2686
C 0.8476 -1.6470 -1.0894 1.28 3.75 2.52 -0.3226
C -1.0584 0.2616 0.3251 0.19 0.18 -1.23 -1.0732
P -0.7095 -0.9075 -0.9461 -2.06 -1.87 1.47 0.8024
Cl -2.4054 0.2144 1.3815 -0.07 -0.36 -0.08 0.5902
H 0.2469 1.4662 -0.7825 -0.93 0.96 0.95 0.0654
H -1.1583 2.5058 0.0955 0.74 -1.40 -0.58 0.0861
H 0.2446 1.8613 1.0284 -1.11 -0.43 -1.68 0.0751
H 1.7419 -0.9035 -0.9241 -1.69 -1.57 -0.14 0.0232
H 0.9169 -2.1290 -1.9812 0.35 -1.72 -2.55 -0.0820
H 2.1303 -0.2748 1.6009 -3.06 1.19 1.36 0.0525
H 1.3560 0.0268 1.9355 3.08 -1.23 -1.33 0.0366
H -1.7021 -2.0833 -0.7501 1.36 1.70 -0.23 0.0149
```
Positions in Å, forces in eV/Å.

Record 12
Formula: C3H8CsO3S
Source: OMol25
Level of theory: ωB97M-V with the def2-TZVPD basis set

Its net charge is +1. The LUMO energy comes out at -0.13400 Ha. The value obtained for the max |F| is 2.3 eV Å⁻¹. Its electronic energy is -762.94571 Eh. As for the spin multiplicity: 1. The energy above the lowest of the compared OMol25 structures with the same formula, charge and spin comes out at 7.4 kcal/mol.

The geometry in XYZ format:
```
16
Properties=species:S:1:pos:R:3:forces:R:3:lowdin_charge:R:1
Cs 0.1441 2.2302 -4.5693 0.13 0.06 0.04 1.0674
O -0.2083 2.0764 0.6248 0.10 0.01 -0.48 -0.2485
S -0.0318 1.2531 -0.5275 -0.23 -1.40 0.48 0.6222
O 0.6309 1.7756 -1.7086 -0.29 -0.56 0.52 -0.4789
O 0.7610 -0.1062 -0.0876 -0.77 1.73 -1.37 -0.2431
C 0.3206 -0.7059 1.1366 0.37 -0.42 1.44 -0.2776
C 1.4170 -1.6571 1.5947 -0.30 -0.53 -0.88 -0.0545
C -1.6610 0.6092 -1.0172 0.81 0.69 -0.17 -0.0977
H -0.5988 -1.2865 1.0109 0.03 0.15 -0.38 0.1199
H 0.1257 0.0637 1.8872 0.10 0.05 -0.18 0.1191
H 1.5560 -2.3940 0.7956 0.00 -0.03 0.13 0.0840
H 1.0681 -2.2108 2.4643 0.15 0.15 0.16 0.0880
H 2.3964 -1.2140 1.7493 -0.18 0.36 0.28 0.0859
H -2.2423 1.4894 -1.2922 -0.06 0.01 0.21 0.0738
H -2.1087 0.1061 -0.1681 -0.02 -0.05 0.01 0.0700
H -1.5688 -0.0291 -1.8929 0.15 -0.21 0.18 0.0698
```
Positions in Å, forces in eV/Å.